C36H60As4F24N8O4 as an isolated structure. Source: OMol25; level of theory: ωB97M-V with the def2-TZVPD basis set.

The multiplicity is 2. Its expectation value of S² is 0.766. For the LUMO energy (spin up / spin down), the calculation gives -7.62 / -7.62 eV. As for the total charge: +3. The value obtained for the HOMO energy (spin up / spin down) is -11.1 / -15.5 eV.

Each line ends with the Mulliken spin population.
Cartesian coordinates (Å):
1 As -4.488714 8.843725 4.772852  0.002
2 As -0.018253 14.051059 10.631734  0.000
3 As -0.081279 14.133649 4.087909  0.000
4 As -5.556533 11.189196 9.933490  0.001
5 F -3.829262 10.840533 9.695463  0.000
6 F -1.808637 13.739670 10.821618  0.000
7 F 0.166542 12.488422 11.536307  0.000
8 F -0.036344 14.967173 12.166761  0.000
9 F -5.728364 11.207323 8.054651  -0.003
10 F 0.524844 14.466111 5.737595  0.000
11 F -3.518410 10.326401 5.042248  0.000
12 F 1.169730 12.909531 3.959834  0.000
13 F 1.754917 14.195312 10.696169  0.000
14 F -6.049323 9.751099 4.924311  0.001
15 F -1.189316 12.955565 4.831175  0.000
16 F -4.399654 8.493070 6.464111  0.000
17 F -2.950108 7.903845 4.708946  0.000
18 F -7.239200 11.697536 10.214371  0.000
19 F -0.174274 15.683823 9.873941  0.000
20 F -5.306529 7.291282 4.513744  0.000
21 F -5.894470 9.390924 9.909775  0.000
22 F -0.029709 13.297048 9.024028  0.000
23 F -1.369794 15.358849 4.245766  0.000
24 F -5.259241 11.024297 11.665375  0.000
25 F 1.021242 15.382521 3.412720  0.000
26 F -0.590897 13.682719 2.403822  0.000
27 F -5.101389 12.921394 9.996439  0.000
28 F -4.445790 9.100815 3.002662  0.000
29 O 2.149596 11.783527 7.839720  0.000
30 O -7.116736 12.482947 3.275159  -0.001
31 O -3.234424 15.216343 1.551045  0.000
32 O -5.315855 14.468335 5.982868  -0.008
33 N -11.326239 15.719135 6.328541  0.141
34 N 2.119300 9.407551 8.082473  0.000
35 N -8.646302 9.288851 6.278394  0.064
36 N -3.173103 16.122229 12.387066  0.000
37 N -7.897993 13.151255 1.238996  -0.005
38 N -3.933660 17.819957 5.698299  -0.001
39 N -1.358550 15.372985 0.031949  0.000
40 N -3.858200 12.597007 6.470780  0.001
41 C -12.166880 14.702455 6.072582  0.164
42 C -7.355388 10.663252 1.627584  0.007
43 C 2.223218 9.388342 9.612986  0.000
44 C -4.860939 17.354329 7.762998  0.000
45 C 1.525372 10.740676 7.584528  0.000
46 C -8.971755 11.460405 7.282906  0.064
47 C -4.994740 17.762593 6.464998  0.000
48 C -3.684666 16.265670 -0.596512  0.000
49 C -4.387179 13.223324 4.059509  -0.005
50 C -9.354276 14.357105 6.332256  0.045
51 C -4.120194 15.680763 10.284058  0.000
52 C -0.713278 16.818116 0.156734  0.000
53 C -11.554588 13.439113 6.058106  0.000
54 C -6.867950 13.830742 0.356406  0.003
55 C -4.000817 15.378946 11.627489  -0.001
56 C -2.575300 17.461191 10.543191  0.000
57 C -11.842125 17.082762 6.285956  0.021
58 C -2.639490 17.719240 6.165680  -0.001
59 C -4.157377 18.192839 4.249727  0.001
60 C -9.894592 10.995777 5.142485  0.077
61 C -2.794910 15.598846 0.451568  0.000
62 C -4.628788 13.574246 5.537705  0.019
63 C -9.430629 9.666839 5.234812  -0.020
64 C -8.256779 7.868810 6.275177  -0.007
65 C -3.395122 16.737377 9.729024  0.000
66 C -2.973507 13.263209 7.504280  0.000
67 C -9.695369 11.898096 6.217237  0.090
68 C -10.000782 15.619155 6.343534  0.151
69 C 0.054022 10.681833 7.092774  0.000
70 C -2.901821 15.821901 13.832500  0.000
71 C -2.474086 17.407404 7.495049  0.001
72 C -2.403356 17.158229 11.885720  0.000
73 C -7.355131 12.079451 2.174007  0.006
74 C -8.399446 10.149026 7.325675  0.018
75 C -3.564674 17.108866 8.275200  -0.001
76 C -10.174959 13.243705 6.244886  0.127
77 H -8.536187 12.717926 0.587039  0.001
78 H 1.605620 8.563877 7.871649  0.000
79 H -6.173417 14.156471 1.130759  0.000
80 H -1.323375 15.026018 -0.915927  0.000
81 H -3.602048 13.971389 8.044209  -0.001
82 H -0.658142 17.039021 1.222695  0.000
83 H -0.546135 10.457751 7.974642  0.000
84 H -6.392691 10.156497 1.694820  0.000
85 H -3.308861 17.269411 -0.794943  0.000
86 H -3.339956 13.353834 3.786761  0.000
87 H -3.548939 17.572535 3.591616  0.000
88 H -9.087805 7.163967 6.301513  0.004
89 H -2.950656 16.700209 14.476167  0.000
90 H -7.466742 10.643620 0.543466  0.000
91 H -8.277381 14.343037 6.412835  -0.004
92 H -1.998847 18.287981 10.155234  0.000
93 H -4.605678 12.164554 3.920313  0.000
94 H -0.074592 9.939591 6.304972  0.000
95 H -0.218992 11.700254 6.816404  0.000
96 H -6.464494 13.188282 -0.426260  0.001
97 H -7.862265 9.787760 8.190162  -0.005
98 H -12.154497 12.544036 5.985051  0.009
99 H -0.976321 14.686253 0.666308  0.000
100 H -13.234885 14.859987 6.103349  0.032
101 H -11.861766 17.396808 5.242363  -0.013
102 H -5.169466 18.129371 3.850059  0.000
103 H -8.452584 13.696077 1.883738  -0.007
104 H -4.539527 12.087340 7.014958  0.000
105 H -1.543201 17.201483 8.002445  0.000
106 H -8.158010 10.035726 2.015030  -0.004
107 H -12.906348 17.086891 6.521582  0.004
108 H -9.424603 8.956582 4.421244  0.000
109 H -4.360420 14.447436 12.039030  0.000
110 H -5.020209 13.817136 3.400159  0.002
111 H -7.829030 7.716161 5.284306  0.002
112 H -5.713560 17.229810 8.414104  0.002
113 H 1.189546 9.376143 9.958634  0.000
114 H -1.893973 15.409206 13.877499  0.000
115 H -5.901104 18.127145 6.004558  0.001
116 H -7.281243 14.770315 -0.010319  -0.001
117 H -1.636299 17.555422 12.533993  0.000
118 H -4.776628 15.088917 9.663406  0.000
119 H 2.753311 8.465643 9.849062  0.000
120 H -8.854202 11.997895 8.212260  -0.002
121 H -10.340295 11.308597 4.209813  -0.002
122 H -3.694668 15.856994 -1.606959  0.000
123 H 2.820004 10.251807 9.906890  0.000
124 H -2.567559 12.513494 8.183432  0.000
125 H -3.619227 15.051772 14.115894  0.000
126 H -9.427167 16.533757 6.372895  0.024
127 H -2.056184 13.731323 7.147213  0.000
128 H -1.286288 17.574626 -0.379398  0.000
129 H 0.272719 16.817644 -0.307930  0.000
130 H -1.780150 17.864539 5.527862  0.000
131 H -4.741795 16.231085 -0.333113  0.000
132 H 3.053830 9.372246 7.701029  0.000
133 H -3.867649 19.233346 4.103069  0.000
134 H -7.589378 7.677783 7.115524  0.001
135 H -3.352294 11.989702 5.842025  0.000
136 H -11.352598 17.727979 7.015449  0.004

Forces on atoms 1 to 6 (eV/Å):
1.581 -3.091 -0.173
1.183 -0.564 2.073
2.547 -0.117 1.241
1.324 -2.050 1.431
-1.230 0.366 -0.474
1.478 0.940 -0.759

***

A 7-piece molecular cluster, C26H48NO10 overall. Source: OMol25; level of theory: ωB97M-V with the def2-TZVPD basis set.

For the LUMO energy, the calculation gives -3.80 eV. As for the total charge: +1. The calculation puts the energy above the lowest of the compared OMol25 structures with the same formula, charge and spin at 211.67 kcal/mol. The value obtained for the HOMO energy is -10.5 eV.

Each line ends with the Löwdin charge.
Cartesian coordinates (Å):
1 O 3.839602 0.223084 2.971894  0.068
2 O 7.378835 -1.443906 6.030798  0.115
3 O 5.475632 -2.910056 7.152348  0.096
4 O 1.917305 -3.056181 1.719380  -0.093
5 O -1.617628 -2.113209 -3.500507  -0.021
6 O 1.873426 -0.867441 4.506087  0.030
7 O 1.009208 1.393024 3.010361  -0.004
8 O -4.306087 -0.206015 2.089641  0.038
9 O -2.718201 1.872846 -2.306026  0.086
10 O 2.627622 2.970807 -5.511084  0.016
11 N -0.319004 -0.629082 -0.008129  -0.326
12 C -1.853648 -3.258236 -5.505671  -0.003
13 C 4.200230 -0.381889 3.986662  -0.457
14 C -1.997073 1.193029 -4.375275  -0.014
15 C 1.945991 3.122961 4.310681  -0.032
16 C 1.482091 0.878659 -6.178240  -0.012
17 C 0.138599 -0.529774 -1.475125  0.023
18 C -5.582648 0.590607 3.934365  -0.029
19 C -2.962547 1.752688 -3.433948  -0.502
20 C -1.421655 -3.230154 -4.154133  -0.460
21 C -0.834058 -4.416093 -3.603859  -0.019
22 C 0.336836 3.652834 2.476657  -0.027
23 C 5.599043 -0.647338 4.249403  0.091
24 C 2.095219 1.872497 -5.133015  -0.438
25 C 3.664113 -1.985459 5.959916  0.138
26 C -4.314249 2.347328 -4.029123  0.025
27 C -4.805192 2.040769 1.918753  -0.037
28 C 6.124324 -1.395992 5.544832  -0.132
29 C 3.253301 -1.028509 4.771461  -0.108
30 C 2.224065 1.590949 -3.692009  -0.050
31 C -0.620767 0.743304 0.477711  -0.044
32 C -4.834497 0.735717 2.642328  -0.536
33 C 1.072107 2.615895 3.285953  -0.502
34 C 5.056151 -2.132571 6.252845  -0.363
35 C 1.152413 -2.560105 0.545029  -0.165
36 C 0.598140 -1.163367 0.942401  -0.137
37 C -1.633134 -1.373348 -0.106396  -0.014
38 H -4.192369 3.361670 -4.227051  0.064
39 H 3.018971 3.302210 4.067148  0.121
40 H -1.728257 -2.413639 -0.529447  0.109
41 H 2.230887 2.489298 5.129605  0.092
42 H -1.138040 0.811934 1.361404  0.064
43 H -2.229101 -1.467373 0.965615  0.162
44 H -1.851034 0.108309 -4.561783  0.092
45 H -0.655734 0.010738 -1.985033  0.081
46 H 0.857243 0.308008 -1.537394  0.088
47 H 1.081977 -0.121581 -5.957224  0.069
48 H -2.203056 -2.315910 -5.638710  0.054
49 H 7.999939 -1.308603 5.287513  0.145
50 H -4.019781 2.599532 2.415942  0.077
51 H 1.082684 4.529221 2.190087  0.135
52 H -2.415359 1.352025 -5.266344  0.024
53 H 0.020632 -4.604757 -4.203632  0.088
54 H 1.620380 4.174457 4.516268  0.103
55 H -4.530151 1.791587 -4.871645  0.044
56 H 2.865075 -2.361509 6.459547  0.075
57 H -0.288179 3.039777 1.538752  0.121
58 H 0.054920 -1.252429 1.862761  0.144
59 H 2.377486 0.429533 -3.685393  0.115
60 H -6.797697 0.657818 3.798704  0.161
61 H 1.346151 -0.397688 0.961898  0.131
62 H 2.439007 0.596724 -6.677472  0.102
63 H -0.564553 -4.423344 -2.478399  0.119
64 H 1.883266 -2.815369 -0.353902  0.153
65 H -1.290890 1.209812 -0.236981  0.076
66 H -5.151431 2.233913 -3.347332  0.084
67 H 3.182632 1.871558 -3.320855  0.072
68 H 6.353214 0.075000 3.686834  0.144
69 H -2.397669 -0.909503 -0.709043  0.089
70 H -4.433271 2.051803 0.887647  0.070
71 H -1.119642 1.875455 -4.182167  0.120
72 H -0.352398 4.042407 3.310167  0.110
73 H 1.838624 -0.300671 3.655114  0.086
74 H 1.326949 2.055887 -3.210464  0.098
75 H 2.191545 -3.947652 1.528832  0.071
76 H -2.878862 -3.769566 -5.631913  0.166
77 H 0.839563 1.320859 -6.848561  0.043
78 H -5.852213 2.511287 1.763118  0.122
79 H 0.235433 1.759469 0.507852  0.186
80 H 0.602193 -1.365222 -1.947464  0.092
81 H 0.297377 -3.385142 0.449905  0.145
82 H -1.530597 -5.257394 -3.726589  0.111
83 H -5.127431 1.312001 4.621580  0.077
84 H -1.093475 -3.455092 -6.032469  0.031
85 H -5.148822 -0.278118 4.434015  0.076

Forces on atoms 1 to 6 (eV/Å):
-0.040 0.341 0.502
-1.345 -0.316 -1.420
-1.194 1.432 -1.744
-0.940 1.741 -0.716
1.165 -4.454 -1.788
3.588 0.499 -0.989

***

A 2-piece molecular cluster, C18H30N3O6S overall. Source: OMol25; level of theory: ωB97M-V with the def2-TZVPD basis set.

For the LUMO energy, the calculation gives -4.65 eV. As for the total charge: +1. The value obtained for the HOMO energy is -12.0 eV.

Each line ends with the Löwdin charge.
Cartesian coordinates (Å):
1 S -2.211525 1.979404 0.373335  0.856
2 O -4.684057 -2.260180 0.279502  -0.148
3 O 5.664002 -0.563822 0.993103  -0.045
4 O 6.157466 3.516791 1.883209  -0.011
5 O 5.556323 2.086321 3.726489  -0.033
6 O -6.084605 -3.309050 -4.571234  0.081
7 O -4.639913 -2.941448 -2.949112  0.015
8 N -0.627585 1.226096 0.072498  -0.347
9 N -5.653994 -3.467061 -3.422917  -0.415
10 N 0.020393 4.393700 -0.449765  -0.165
11 C 3.638419 2.371352 2.028066  -0.089
12 C 5.165615 2.650885 2.554693  -0.262
13 C -2.404797 -1.464802 0.980697  -0.184
14 C 3.866155 -0.770909 -0.834187  -0.114
15 C -1.026879 5.438132 -0.123698  -0.154
16 C -1.919721 -1.063547 -0.567549  -0.148
17 C 2.183293 1.426673 0.037383  -0.003
18 C -0.505202 -0.224463 -0.399603  -0.055
19 C 0.945070 -0.968300 -0.737058  -0.013
20 C 0.654321 2.049844 0.293988  -0.018
21 C 3.495573 2.411071 0.362169  -0.138
22 C 0.668104 -3.447961 0.127362  -0.107
23 C 0.997701 -2.556452 -1.248519  -0.177
24 C -6.422816 -4.371166 -2.525576  0.045
25 C 4.642440 -1.300601 0.533178  -0.099
26 C 2.379773 -0.135712 -0.525153  0.008
27 C 0.444856 3.614929 0.807501  -0.201
28 C -3.458156 -2.760247 0.980608  -0.199
29 H 0.172176 -2.673068 -2.073863  0.114
30 H -3.023880 -0.579085 1.487629  0.101
31 H -2.995571 -3.667006 0.401356  0.119
32 H -0.315081 3.715740 1.693572  0.110
33 H 6.583827 4.030477 2.655734  0.147
34 H -0.552781 6.261660 0.574672  0.099
35 H 1.446506 4.126447 1.163989  0.116
36 H 3.877493 -1.624447 -1.634933  0.120
37 H -1.320931 5.942538 -1.164664  0.112
38 H -0.183908 -4.221324 -0.085581  0.085
39 H 2.817672 3.067755 2.487993  0.118
40 H 1.663506 -3.905519 0.538764  0.083
41 H 3.324799 1.257260 2.320744  0.139
42 H 4.544334 0.101285 -1.267349  0.131
43 H 0.872322 4.796202 -0.898487  0.110
44 H 3.311854 3.515200 -0.024746  0.126
45 H -6.745177 -3.783602 -1.663434  0.101
46 H -3.743029 -3.095333 2.072824  0.139
47 H -2.146781 2.503088 1.677476  -0.062
48 H -1.986164 4.933609 0.322607  0.067
49 H -7.285090 -4.760623 -3.070968  0.101
50 H -4.482635 -2.177042 -0.700942  0.062
51 H 2.070418 -2.871562 -1.614578  0.105
52 H -1.487070 -1.649435 1.702855  0.109
53 H -2.740846 -0.474707 -1.159052  0.118
54 H -5.756804 -5.183034 -2.226536  0.105
55 H 4.235024 -2.289094 1.015643  0.140
56 H 0.278319 -2.702513 0.973977  0.070
57 H -1.755120 -2.101642 -1.120517  0.120
58 H 4.482364 1.948298 -0.063595  0.113

Forces on atoms 1 to 6 (eV/Å):
0.476 -0.135 0.068
1.839 -0.856 -0.297
-6.553 -4.909 -2.700
-2.884 -0.853 2.584
-2.822 3.684 -7.562
1.059 -0.070 1.980